10 unconnected molecules or ions with the total composition C36H38F4N6. Source: the OMol25 dataset; level of theory: ωB97M-V/def2-TZVPD.

LUMO energy: 0.60 eV
multiplicity: 1
energy above the lowest of the compared OMol25 structures with the same formula, charge and spin: 0.0569 eV
structure (SMILES): Fc1ccccc1.Fc1ccccc1.Fc1ccccc1.Fc1ccccc1.CC#N.CC#N.CC#N.CC#N.CC#N.CC#N

Element x y z (Å)
F 30.85380 -4.15943 -14.96611
C 29.95219 -5.09662 -15.34187
C 29.25158 -5.78317 -14.37500
C 28.31966 -6.73059 -14.76776
C 28.15572 -7.01519 -16.10804
C 28.88091 -6.30789 -17.07370
C 29.79664 -5.34609 -16.68600
H 29.43532 -5.56750 -13.33210
H 27.82539 -7.36744 -14.04559
H 27.49352 -7.79872 -16.45403
H 28.74766 -6.55639 -18.11825
H 30.38029 -4.77435 -17.39643
F 33.44072 -7.97992 -13.55472
C 33.33516 -6.80009 -12.89618
C 32.16031 -6.45713 -12.26867
C 32.09915 -5.28684 -11.52015
C 33.24433 -4.50397 -11.39914
C 34.38188 -4.80305 -12.13363
C 34.43406 -5.96847 -12.88934
H 31.28942 -7.09010 -12.38199
H 31.16563 -4.97539 -11.07254
H 33.33534 -3.74513 -10.62894
H 35.26760 -4.18747 -12.12793
H 35.36288 -6.27125 -13.35832
F 35.80352 -11.51398 -17.57217
C 36.37063 -10.34617 -17.19888
C 37.47755 -9.90431 -17.89482
C 37.98409 -8.65314 -17.58123
C 37.42471 -7.91011 -16.54468
C 36.31736 -8.37825 -15.86832
C 35.78258 -9.61662 -16.18643
H 37.89005 -10.50234 -18.69580
H 38.85658 -8.26431 -18.09008
H 37.71820 -6.87586 -16.39927
H 35.77129 -7.76240 -15.16537
H 34.89038 -10.00762 -15.71561
F 36.74448 -4.36993 -10.25379
C 36.99032 -3.06026 -10.03438
C 36.07302 -2.33660 -9.30599
C 36.39589 -1.03181 -8.96433
C 37.62912 -0.50662 -9.31247
C 38.50658 -1.24474 -10.10007
C 38.20095 -2.54198 -10.46435
H 35.12085 -2.76081 -9.02025
H 35.75808 -0.41012 -8.34815
H 37.98088 0.46898 -9.00326
H 39.41388 -0.75816 -10.43496
H 38.82683 -3.15628 -11.09808
C 32.03253 -11.14438 -12.68483
C 33.26034 -11.41999 -11.94185
N 34.21160 -11.66960 -11.35143
H 32.17066 -10.22421 -13.24320
H 31.21072 -11.04651 -11.97970
H 31.83927 -11.98105 -13.35340
C 39.65633 -7.58601 -13.80946
C 38.73545 -6.46668 -13.65346
N 37.99473 -5.60200 -13.53266
H 39.15498 -8.34642 -14.41133
H 39.88816 -7.99956 -12.83307
H 40.53636 -7.25412 -14.35287
C 29.15233 -8.96399 -9.76343
C 29.10503 -7.78946 -10.62032
N 29.06720 -6.86301 -11.29482
H 28.34755 -9.65273 -10.01864
H 29.06550 -8.68173 -8.71649
H 30.10317 -9.48621 -9.87735
C 31.87866 -3.32910 -6.86991
C 32.96293 -4.12616 -7.46250
N 33.80285 -4.74133 -7.94293
H 31.81790 -2.37443 -7.38415
H 32.09420 -3.19636 -5.81236
H 30.94896 -3.87770 -6.99912
C 34.39033 -7.68626 -9.91946
C 33.28457 -8.59762 -9.66144
N 32.42623 -9.31986 -9.42829
H 34.79525 -7.82295 -10.91821
H 35.20053 -7.90450 -9.22499
H 34.05165 -6.65684 -9.82282
C 29.93625 -2.44236 -12.39238
C 30.11854 -2.48314 -10.95850
N 30.31050 -2.55865 -9.82606
H 29.93968 -3.46479 -12.76237
H 30.70767 -1.85661 -12.88472
H 28.97582 -2.01072 -12.67684